1.
Here is a cluster of 18 separate species, C27H88ClN14O21 in total from OMol25. Energies are from ωB97M-V with the def2-TZVPD basis set.

Summary:
- charge = -1
- total energy (Ha) = -3888.37934
- HOMO-LUMO gap (eV) = 9.5
- HOMO energy (Ha) = -0.2725
- energy relative to the best compared isomer or geometry (same formula, charge and spin) (kcal per mole) = 0.0

Atoms and positions in Å:
1 Cl -1.456 0.062 -0.653
2 O -1.490 -0.296 0.757
3 O -0.835 -0.967 -1.433
4 O -2.843 0.217 -1.110
5 O -0.737 1.295 -0.748
6 C 0.980 2.851 1.626
7 C 0.360 4.124 1.126
8 O 1.336 4.963 0.631
9 H 1.798 3.156 2.323
10 H 1.359 2.237 0.863
11 H 0.259 2.298 2.263
12 H -0.119 4.655 1.977
13 H -0.435 3.963 0.441
14 H 1.019 5.838 0.243
15 C -4.350 -1.939 1.398
16 C -5.438 -2.318 2.424
17 O -6.418 -3.159 1.873
18 H -3.639 -1.138 1.706
19 H -4.856 -1.600 0.489
20 H -3.765 -2.831 1.150
21 H -5.896 -1.380 2.714
22 H -4.964 -2.800 3.321
23 H -6.034 -3.971 1.532
24 C 1.731 -3.858 5.548
25 C 1.147 -2.612 5.098
26 O 2.075 -1.750 4.422
27 H 1.983 -4.489 4.708
28 H 1.017 -4.248 6.266
29 H 2.733 -3.688 5.969
30 H 0.699 -2.096 5.946
31 H 0.418 -2.864 4.348
32 H 2.147 -0.928 4.850
33 C 5.068 5.998 1.028
34 C 4.738 5.358 2.398
35 O 3.372 5.543 2.736
36 H 6.188 5.995 0.966
37 H 4.827 7.045 1.174
38 H 4.415 5.608 0.251
39 H 5.368 5.915 3.087
40 H 5.069 4.279 2.496
41 H 2.924 5.633 1.892
42 C -5.584 -5.656 -1.077
43 C -7.135 -5.796 -1.098
44 O -7.526 -6.739 -2.041
45 H -5.322 -4.853 -0.402
46 H -5.225 -5.463 -2.025
47 H -5.219 -6.617 -0.745
48 H -7.527 -4.845 -1.433
49 H -7.439 -6.075 -0.119
50 H -7.304 -7.653 -1.849
51 C 6.253 -4.167 2.174
52 C 4.781 -4.608 2.018
53 O 3.982 -4.133 3.113
54 H 6.303 -3.046 1.949
55 H 6.939 -4.656 1.468
56 H 6.496 -4.356 3.212
57 H 4.820 -5.723 2.089
58 H 4.505 -4.346 0.984
59 H 3.719 -3.213 2.821
60 C -7.114 -0.927 -3.317
61 C -6.356 -0.990 -2.015
62 O -5.907 0.336 -1.650
63 H -7.254 -1.897 -3.764
64 H -6.550 -0.343 -4.018
65 H -8.084 -0.477 -3.151
66 H -5.516 -1.665 -2.129
67 H -7.071 -1.377 -1.279
68 H -5.511 0.215 -0.791
69 C -4.461 2.905 2.812
70 C -4.345 1.631 1.996
71 O -5.464 1.320 1.191
72 H -4.742 3.831 2.286
73 H -3.426 2.976 3.277
74 H -5.172 2.857 3.652
75 H -4.291 0.763 2.676
76 H -3.428 1.618 1.417
77 H -5.736 2.112 0.706
78 C 6.234 -2.758 -2.698
79 C 5.648 -1.293 -2.712
80 O 4.244 -1.273 -2.912
81 H 5.960 -3.479 -1.955
82 H 7.323 -2.599 -2.796
83 H 5.947 -3.176 -3.698
84 H 6.145 -0.703 -3.496
85 H 5.861 -0.861 -1.717
86 H 4.073 -0.590 -3.512
87 C 5.031 0.806 4.900
88 C 4.119 1.880 4.429
89 O 3.495 1.609 3.111
90 H 5.290 0.906 5.977
91 H 5.995 0.752 4.355
92 H 4.524 -0.180 4.734
93 H 4.748 2.786 4.308
94 H 3.375 2.062 5.177
95 H 4.298 1.445 2.586
96 C 1.594 0.980 -3.398
97 O 2.274 0.699 -4.389
98 N 1.676 0.295 -2.182
99 N 0.672 1.964 -3.325
100 H 1.074 0.497 -1.412
101 H 2.453 -0.283 -2.024
102 H -0.008 1.901 -2.559
103 H 0.416 2.322 -4.209
104 C 1.243 -4.203 -3.156
105 O 0.487 -5.154 -3.077
106 N 2.372 -4.321 -3.956
107 N 1.021 -3.019 -2.504
108 H 2.391 -5.170 -4.485
109 H 2.945 -3.540 -4.196
110 H 1.801 -2.559 -2.123
111 H 0.131 -2.985 -2.081
112 C -4.285 3.728 -2.911
113 O -3.782 4.784 -3.181
114 N -5.512 3.415 -3.464
115 N -3.768 2.839 -2.012
116 H -5.972 4.250 -3.898
117 H -6.050 2.616 -3.168
118 H -4.016 1.845 -2.004
119 H -2.845 2.985 -1.631
120 C -1.105 6.156 -1.806
121 O -0.127 6.595 -1.138
122 N -0.861 5.441 -2.991
123 N -2.401 6.276 -1.271
124 H -1.594 4.958 -3.492
125 H 0.079 5.186 -3.335
126 H -3.271 6.182 -1.782
127 H -2.348 6.933 -0.430
128 C 5.534 0.937 0.158
129 O 6.520 1.377 -0.442
130 N 5.629 0.185 1.355
131 N 4.258 1.240 -0.270
132 H 6.623 -0.047 1.502
133 H 5.037 -0.566 1.631
134 H 3.337 1.002 0.099
135 H 4.293 1.794 -1.153
136 C -2.312 0.400 -4.691
137 O -1.969 1.478 -5.077
138 N -1.558 -0.749 -4.537
139 N -3.692 0.286 -4.342
140 H -0.634 -0.505 -4.324
141 H -1.904 -1.609 -4.165
142 H -4.211 1.153 -4.509
143 H -3.985 -0.225 -3.559
144 C 2.136 -1.579 1.440
145 O 3.333 -1.671 1.796
146 N 1.449 -2.524 0.814
147 N 1.400 -0.461 1.704
148 H 0.547 -2.232 0.512
149 H 1.930 -3.386 0.683
150 H 0.422 -0.482 1.609
151 H 1.981 0.196 2.244

2.
Here is a cluster of 24 separate species, C27H97F3N46O25 in total from OMol25. Energies are from ωB97M-V with the def2-TZVPD basis set.

Summary:
- total energy (Ha) = -5787.57274
- HOMO-LUMO gap (eV) = 9.9
- HOMO energy (Ha) = -0.3448

Atoms and positions in Å:
1 C -5.151 4.791 -0.488
2 C -4.033 4.250 -1.394
3 O -4.083 4.951 -2.698
4 C -4.944 4.368 -3.515
5 O -5.812 3.573 -3.259
6 C -4.841 4.855 -4.960
7 F -3.675 5.376 -5.280
8 F -5.125 3.870 -5.854
9 F -5.776 5.775 -5.079
10 H -5.153 5.851 -0.495
11 H -4.866 4.463 0.514
12 H -6.106 4.362 -0.798
13 H -4.157 3.158 -1.579
14 H -3.023 4.582 -1.075
15 C 0.617 -0.894 4.110
16 O 0.822 -2.009 3.583
17 N -0.544 -0.661 4.848
18 N 1.512 0.169 3.987
19 H -1.362 -1.180 4.654
20 H -0.802 0.310 4.842
21 H 2.263 0.047 3.311
22 H 1.233 1.112 4.176
23 C 3.878 2.105 6.656
24 O 3.222 3.097 6.945
25 N 5.252 2.221 6.408
26 N 3.362 0.903 6.376
27 H 5.762 1.380 6.185
28 H 5.636 3.134 6.576
29 H 2.353 0.900 6.386
30 H 3.787 0.048 6.137
31 C 3.489 -0.836 -4.534
32 O 4.306 0.174 -4.463
33 N 2.455 -0.901 -3.610
34 N 3.579 -1.756 -5.575
35 H 1.932 -1.750 -3.413
36 H 2.456 -0.181 -2.910
37 H 2.689 -2.135 -5.947
38 H 4.267 -1.534 -6.298
39 C 5.424 -3.517 3.253
40 O 5.227 -4.631 2.693
41 N 6.706 -3.113 3.659
42 N 4.533 -2.477 3.244
43 H 6.670 -2.534 4.518
44 H 7.434 -3.816 3.641
45 H 3.640 -2.797 2.854
46 H 4.691 -1.659 3.840
47 C 2.463 3.499 -3.876
48 O 1.954 2.703 -2.990
49 N 2.168 4.866 -3.838
50 N 3.373 3.036 -4.812
51 H 2.813 5.492 -4.314
52 H 1.663 5.232 -3.008
53 H 4.090 3.627 -5.270
54 H 3.680 2.066 -4.796
55 C -1.864 2.970 -3.759
56 O -2.998 2.509 -3.977
57 N -1.260 3.834 -4.656
58 N -1.063 2.514 -2.772
59 H -0.359 4.205 -4.410
60 H -1.733 4.147 -5.467
61 H -0.085 2.638 -2.868
62 H -1.419 1.584 -2.438
63 C 0.406 5.238 -0.517
64 O 0.702 5.957 -1.493
65 N -0.467 5.656 0.408
66 N 0.926 3.985 -0.411
67 H -1.154 6.332 -0.012
68 H -0.824 4.872 0.871
69 H 1.377 3.665 -1.273
70 H 0.498 3.321 0.224
71 C 2.557 4.347 2.930
72 O 2.620 3.213 2.429
73 N 3.229 5.305 2.364
74 N 1.658 4.749 3.885
75 H 3.694 5.069 1.483
76 H 2.827 6.234 2.390
77 H 1.073 4.047 4.303
78 H 1.843 5.608 4.362
79 C 1.692 -4.577 1.467
80 O 1.999 -5.493 0.686
81 N 1.004 -4.821 2.626
82 N 1.874 -3.281 1.148
83 H 0.908 -4.010 3.232
84 H 1.211 -5.756 2.869
85 H 2.373 -3.039 0.300
86 H 1.504 -2.518 1.731
87 C -0.322 2.893 6.154
88 O 0.172 2.467 5.088
89 N -1.603 2.527 6.296
90 N 0.373 3.641 7.126
91 H -2.170 2.850 7.067
92 H -2.089 2.191 5.494
93 H 1.365 3.508 6.992
94 H 0.055 3.597 8.092
95 C 0.906 -0.112 0.090
96 O 0.242 0.845 0.455
97 N 2.154 -0.429 0.675
98 N 0.632 -0.956 -1.044
99 H 2.830 -0.947 0.150
100 H 2.564 0.300 1.252
101 H 1.207 -1.780 -0.993
102 H -0.177 -0.842 -1.675
103 C -3.128 -0.348 -1.497
104 O -2.167 -0.166 -2.378
105 N -2.991 -1.260 -0.463
106 N -4.241 0.544 -1.564
107 H -2.299 -2.031 -0.506
108 H -3.914 -1.610 -0.183
109 H -5.046 0.257 -1.011
110 H -4.328 1.125 -2.375
111 C -2.159 1.614 2.729
112 O -2.748 1.859 3.808
113 N -2.543 0.568 1.873
114 N -1.073 2.306 2.412
115 H -3.284 -0.016 2.238
116 H -2.095 0.316 0.972
117 H -0.367 1.881 1.866
118 H -0.750 2.739 3.287
119 C 4.857 -3.157 -0.790
120 O 4.033 -2.300 -0.633
121 N 5.719 -3.184 -1.897
122 N 5.076 -4.290 -0.014
123 H 6.061 -4.095 -2.247
124 H 5.438 -2.573 -2.649
125 H 6.025 -4.706 0.118
126 H 4.651 -4.336 0.934
127 C -6.822 -0.714 0.962
128 O -5.780 -0.742 0.346
129 N -7.735 -1.732 0.789
130 N -7.192 0.321 1.727
131 H -8.291 -2.012 1.612
132 H -7.129 -2.494 0.533
133 H -7.842 -0.067 2.375
134 H -6.347 0.669 2.100
135 C 1.875 -4.595 -2.859
136 O 1.133 -3.729 -2.329
137 N 1.724 -4.908 -4.133
138 N 2.805 -5.319 -2.127
139 H 1.281 -4.142 -4.672
140 H 2.521 -5.334 -4.588
141 H 2.483 -5.271 -1.165
142 H 3.143 -6.215 -2.312
143 C -0.099 -1.897 -4.889
144 O 0.921 -2.386 -5.424
145 N -0.863 -2.524 -3.971
146 N -0.577 -0.667 -5.383
147 H -1.637 -1.957 -3.645
148 H -0.415 -3.157 -3.297
149 H -1.280 -0.104 -4.968
150 H -0.070 -0.316 -6.169
151 C -1.856 -4.958 -0.588
152 O -2.262 -3.920 -1.125
153 N -2.800 -5.829 -0.059
154 N -0.574 -5.379 -0.484
155 H -3.780 -5.570 0.017
156 H -2.463 -6.787 0.082
157 H -0.276 -5.900 0.344
158 H 0.002 -4.599 -0.814
159 C -5.883 -0.503 -4.402
160 O -6.368 -1.639 -4.470
161 N -4.641 -0.270 -4.720
162 N -6.639 0.554 -3.967
163 H -4.139 -1.164 -4.885
164 H -4.123 0.566 -4.726
165 H -6.226 1.505 -4.092
166 H -7.636 0.384 -4.056
167 C -3.368 -3.053 3.203
168 O -4.101 -2.415 3.971
169 N -2.218 -3.715 3.664
170 N -3.622 -3.103 1.831
171 H -2.262 -4.031 4.679
172 H -1.555 -4.190 3.090
173 H -4.547 -2.814 1.500
174 H -3.264 -3.917 1.310
175 C 6.044 0.448 3.439
176 O 5.978 -0.102 4.534
177 N 5.440 1.687 3.178
178 N 6.835 -0.157 2.411
179 H 5.271 1.958 2.242
180 H 4.892 2.056 3.889
181 H 7.051 -1.119 2.553
182 H 6.734 0.128 1.456
183 C -5.689 -3.604 -1.437
184 O -5.427 -4.004 -0.281
185 N -4.743 -3.338 -2.338
186 N -6.886 -3.358 -1.933
187 H -3.792 -3.520 -2.055
188 H -4.900 -3.083 -3.260
189 H -7.714 -3.536 -1.389
190 H -6.951 -2.818 -2.824
191 C 4.946 1.625 -0.617
192 O 5.664 1.450 0.372
193 N 5.235 0.954 -1.715
194 N 3.861 2.391 -0.671
195 H 4.686 1.048 -2.570
196 H 6.046 0.399 -1.688
197 H 3.205 2.442 -1.440
198 H 3.444 2.727 0.154

3.
Here is a structure of composition C27H9Cl56N3 from OMol25. Energies are from ωB97M-V with the def2-TZVPD basis set.

Summary:
- total energy (Ha) = -26968.38345
- HOMO-LUMO gap (eV) = 6.6
- HOMO energy (Ha) = -0.3070

Atoms and positions in Å:
1 C 2.497 -1.616 4.263
2 C 1.274 -1.265 3.288
3 N 1.174 -1.186 1.804
4 C 2.540 -1.465 1.282
5 C 3.925 -1.795 2.018
6 C 5.307 -2.012 1.133
7 C 5.276 -3.038 -0.187
8 C 6.634 -3.260 -1.097
9 C 7.982 -2.448 -0.635
10 C 8.079 -1.438 0.689
11 N 9.423 -0.823 0.960
12 C 9.309 0.044 2.183
13 C 7.965 0.331 3.055
14 N 6.641 -0.305 2.738
15 C 6.716 -1.220 1.548
16 C 3.969 -1.919 3.640
17 H 2.334 -1.654 5.431
18 H 0.242 -1.019 3.841
19 H 2.604 -1.433 0.088
20 H 4.313 -3.623 -0.534
21 H 6.681 -3.969 -2.056
22 H 8.961 -2.594 -1.300
23 H 10.308 0.588 2.545
24 H 8.043 1.044 3.987
25 H 4.936 -2.178 4.245
26 C -2.569 0.698 1.726
27 Cl -3.165 0.473 0.062
28 Cl -3.580 -0.243 2.851
29 Cl -0.881 0.137 1.833
30 Cl -2.649 2.425 2.157
31 C 8.206 4.050 1.768
32 Cl 8.633 2.352 2.096
33 Cl 6.440 4.193 1.583
34 Cl 8.745 5.071 3.126
35 Cl 9.006 4.585 0.269
36 C 2.270 1.683 6.563
37 Cl 2.480 0.480 5.265
38 Cl 1.594 3.182 5.878
39 Cl 1.157 1.038 7.796
40 Cl 3.849 2.031 7.312
41 C 12.631 0.706 -1.157
42 Cl 12.976 0.613 -2.902
43 Cl 12.210 -0.915 -0.547
44 Cl 14.071 1.309 -0.298
45 Cl 11.266 1.817 -0.879
46 C 4.510 6.739 3.881
47 Cl 3.914 6.513 2.217
48 Cl 3.499 5.798 5.006
49 Cl 6.198 6.178 3.988
50 Cl 4.430 8.465 4.312
51 C -6.283 0.770 -3.105
52 Cl -6.879 0.544 -4.769
53 Cl -7.294 -0.171 -1.979
54 Cl -4.595 0.209 -2.997
55 Cl -6.363 2.496 -2.674
56 C 12.149 7.217 3.961
57 Cl 11.147 8.268 2.927
58 Cl 11.923 5.518 3.476
59 Cl 13.864 7.665 3.776
60 Cl 11.662 7.420 5.662
61 C -10.372 2.630 -3.991
62 Cl -11.980 3.389 -4.101
63 Cl -10.549 0.934 -3.474
64 Cl -9.578 2.686 -5.585
65 Cl -9.379 3.512 -2.803
66 C -4.554 -2.834 -5.886
67 Cl -5.557 -2.794 -7.358
68 Cl -5.502 -2.228 -4.505
69 Cl -4.039 -4.509 -5.564
70 Cl -3.118 -1.805 -6.118
71 C -10.302 -3.308 -4.019
72 Cl -11.303 -2.258 -5.052
73 Cl -10.527 -5.008 -4.504
74 Cl -8.587 -2.861 -4.203
75 Cl -10.789 -3.106 -2.317
76 C -11.708 -7.480 -8.036
77 Cl -11.281 -9.178 -7.708
78 Cl -13.474 -7.337 -8.221
79 Cl -11.169 -6.459 -6.679
80 Cl -10.908 -6.945 -9.535
81 C -4.264 -3.874 0.187
82 Cl -5.146 -5.376 0.566
83 Cl -3.548 -3.214 1.679
84 Cl -2.971 -4.226 -0.987
85 Cl -5.391 -2.683 -0.509
86 C -2.066 4.118 7.466
87 Cl -1.856 2.915 6.168
88 Cl -2.742 5.618 6.781
89 Cl -3.179 3.474 8.699
90 Cl -0.487 4.466 8.215
91 C -15.075 -3.464 -7.943
92 Cl -14.730 -3.558 -9.689
93 Cl -15.495 -5.085 -7.334
94 Cl -13.635 -2.862 -7.085
95 Cl -16.440 -2.353 -7.666